141
Properties=species:S:1:pos:R:3 method="wB97M-V/def2-TZVPD" homo_ev=-11.140 lumo_energy_ha=-0.0737 total_charge=+1
C -2.434 -0.314 -2.996
C -1.568 -1.430 -2.349
C -1.172 -1.161 -0.866
C -1.824 -2.367 -0.120
C 0.300 -0.965 -0.420
C 1.047 -2.333 -0.544
C 0.872 -3.208 -1.764
O 0.545 -4.374 -1.670
C 0.192 -0.804 1.162
C -0.970 0.047 1.715
C -0.742 0.946 2.950
C -1.981 1.832 3.186
C -1.659 3.340 3.179
N -0.336 3.686 3.751
C -0.207 3.204 5.130
C -0.224 5.106 3.717
C -0.120 5.778 2.357
O -0.217 5.793 4.714
C 1.573 -0.574 1.779
P 1.677 -0.928 3.610
O 0.850 -2.117 3.905
N 2.032 0.777 1.276
P 3.246 1.737 2.269
O 4.354 0.667 2.732
O 2.416 2.263 3.564
C 2.333 0.800 -0.192
C 3.796 0.511 -0.509
C 4.447 -0.809 -0.067
C 1.139 0.246 -1.075
C 0.221 1.462 -1.298
C 0.766 2.629 -2.102
F -0.154 2.046 -0.064
C 1.764 -0.024 -2.460
F 2.642 -1.114 -2.500
C 0.926 -0.111 -3.745
C 1.697 0.525 -4.935
H -3.425 -0.675 -3.244
H -2.017 0.030 -3.943
H -2.579 0.553 -2.352
H -2.225 -2.294 -2.426
H -0.771 -1.713 -3.029
H -1.837 -0.333 -0.633
H -1.807 -2.327 0.963
H -2.879 -2.308 -0.393
H -1.478 -3.327 -0.489
H 0.892 -2.999 0.303
H 2.119 -2.111 -0.511
H 1.019 -2.797 -2.774
H -0.006 -1.789 1.584
H -1.791 -0.597 2.030
H -1.460 0.692 0.993
H -0.697 0.289 3.818
H 0.169 1.541 2.943
H -2.422 1.580 4.149
H -2.764 1.629 2.458
H -2.424 3.840 3.788
H -1.798 3.717 2.171
H 0.034 2.143 5.132
H 0.652 3.697 5.574
H -1.094 3.375 5.741
H -0.548 6.769 2.460
H -0.683 5.265 1.581
H 0.924 5.804 2.048
H 2.300 -1.305 1.426
H 1.269 0.163 4.394
H 3.029 -1.201 3.898
H 1.216 1.396 1.387
H 5.171 1.174 2.834
H 1.970 3.085 3.303
H 2.283 1.877 -0.367
H 4.405 1.305 -0.070
H 4.060 0.629 -1.554
H 4.152 -1.663 -0.673
H 4.356 -1.051 0.992
H 5.521 -0.709 -0.254
H -0.704 1.165 -1.783
H 1.536 3.179 -1.566
H 1.160 2.415 -3.088
H -0.050 3.341 -2.232
H 2.429 0.812 -2.673
H -0.044 0.364 -3.713
H 0.866 -1.160 -4.018
H 1.495 -0.034 -5.845
H 2.769 0.466 -4.745
H 1.419 1.565 -5.085
C -6.304 0.052 -3.903
O -5.293 0.680 -3.629
N -7.483 0.238 -3.244
N -6.332 -0.894 -4.892
H -8.323 -0.268 -3.451
H -7.495 0.921 -2.509
H -5.482 -1.054 -5.399
H -7.149 -1.421 -5.133
C -1.380 -6.278 1.342
O -2.033 -5.246 1.419
N -1.263 -7.144 2.395
N -0.723 -6.649 0.209
H -0.735 -7.996 2.359
H -1.734 -6.899 3.246
H -0.782 -6.032 -0.581
H -0.188 -7.493 0.128
C -4.740 -9.521 1.764
O -4.088 -10.424 1.274
N -6.024 -9.696 2.204
N -4.236 -8.257 1.914
H -6.577 -8.967 2.610
H -6.420 -10.612 2.107
H -3.295 -8.102 1.602
H -4.749 -7.495 2.314
C 7.680 -2.220 -1.821
O 7.246 -1.444 -0.981
N 7.000 -2.505 -2.970
N 8.873 -2.860 -1.674
H 7.335 -3.138 -3.671
H 6.117 -2.050 -3.108
H 9.396 -2.670 -0.840
H 9.248 -3.500 -2.348
C 2.215 9.482 1.415
O 3.163 10.013 0.870
N 1.101 9.084 0.724
N 2.181 9.235 2.761
H 0.310 8.645 1.153
H 1.090 9.251 -0.264
H 2.981 9.516 3.297
H 1.409 8.800 3.230
C -6.516 -2.436 0.827
O -7.148 -1.399 0.913
N -6.350 -3.287 1.884
N -5.916 -2.835 -0.336
H -5.829 -4.141 1.832
H -6.776 -3.025 2.753
H -6.015 -2.231 -1.131
H -5.389 -3.684 -0.429
C 3.557 4.992 -3.051
O 3.551 3.869 -2.562
N 3.918 6.095 -2.337
N 3.204 5.223 -4.347
H 3.931 7.023 -2.717
H 4.186 5.958 -1.381
H 2.938 4.431 -4.901
H 3.203 6.133 -4.769

---

40
Properties=species:S:1:pos:R:3 method="wB97M-V/def2-TZVPD" homo_ev=-4.727 lumo_energy_ha=0.1079 total_charge=-1
C 4.143 1.561 1.743
C 3.612 0.732 1.048
C 2.838 -0.109 0.064
C 1.416 -0.480 0.684
P 1.752 -1.851 1.962
O 3.393 -2.162 2.020
Cl 1.359 -0.950 3.836
O 0.978 0.627 1.489
Al 0.498 1.823 0.155
B -1.317 2.865 0.296
C -2.006 3.321 -1.097
O -1.885 3.173 1.538
O 0.228 0.520 -1.171
C 0.296 -0.684 -0.393
C 0.583 -1.868 -1.396
C 0.434 -1.497 -2.882
F 0.286 -2.694 -3.649
C -1.171 -0.913 0.060
C -2.229 -0.737 -0.882
C -3.545 -0.988 -0.457
N -3.937 -1.385 0.756
C -2.937 -1.504 1.625
C -1.566 -1.293 1.372
H 4.642 2.383 2.238
H 2.728 0.446 -0.891
H 3.425 -1.016 -0.194
H 3.766 -1.929 2.884
H 1.812 2.610 -0.320
H -2.803 4.082 -0.948
H -2.378 2.385 -1.571
H -1.195 3.679 -1.770
H -2.711 3.655 1.357
H -0.070 -2.743 -1.194
H 1.623 -2.253 -1.267
H 1.320 -0.983 -3.299
H -0.442 -0.875 -3.121
H -2.063 -0.414 -1.913
H -4.339 -0.868 -1.217
H -3.207 -1.810 2.652
H -0.829 -1.417 2.171